# 1
The following is a quantum chemistry calculation of a molecular structure, C18H34NOPSTa, from the Open Molecules 2025 dataset.

CARTESIAN COORDINATES (ANGSTROEM)
Ta1 0.63765 0.18292 -1.09185
C1 -1.60278 2.24018 1.25778
C2 -2.21909 0.83961 1.24691
C3 -1.70670 0.03439 2.43990
P1 -1.81589 0.00760 -0.34692
C4 -2.74142 0.93490 -1.65668
C5 -1.80893 1.96242 -2.31147
C6 -4.04847 1.58628 -1.20970
C7 -2.49486 -1.70528 -0.34926
C8 -3.89977 -1.81620 0.23933
C9 -1.52537 -2.71263 0.27589
H1 -1.82157 2.73344 2.20584
H2 -1.97943 2.87835 0.45937
H3 -0.51122 2.18355 1.16868
H4 -3.30772 0.92384 1.30624
H5 -0.63877 -0.16333 2.33454
H6 -2.22273 -0.91669 2.55398
H7 -1.85654 0.60521 3.35759
H8 -2.96002 0.16081 -2.39790
H9 -1.42923 2.69636 -1.59405
H10 -2.33956 2.51753 -3.08680
H11 -0.96538 1.47971 -2.81717
H12 -3.87278 2.40947 -0.51673
H13 -4.72567 0.88076 -0.72931
H14 -4.56229 1.99753 -2.07992
H15 -2.53634 -1.91540 -1.42298
H16 -3.91376 -1.57176 1.30253
H17 -4.24741 -2.84534 0.13824
H18 -4.62076 -1.17587 -0.27021
H19 -1.42208 -2.57134 1.35199
H20 -0.53378 -2.64690 -0.17110
H21 -1.90826 -3.72128 0.11255
C10 0.28480 -1.02859 -2.58970
H22 0.49966 -2.09393 -2.64845
H23 -0.05341 -0.64183 -3.55751
C11 3.68016 3.58651 -1.94766
S1 3.25375 1.92080 -1.48339
C12 3.74483 1.94407 0.22990
O1 1.69464 1.96957 -1.45463
H24 3.20226 4.28920 -1.26663
H25 3.33087 3.73327 -2.96769
H26 4.76560 3.67900 -1.91437
H27 4.83059 2.03830 0.26400
H28 3.44241 0.98923 0.66011
H29 3.25994 2.77891 0.73426
N1 1.55584 -0.80902 0.06603
C13 2.42961 -1.60101 0.81107
C14 3.43026 -2.32746 0.15627
C15 4.31195 -3.11658 0.87669
C16 4.21289 -3.19863 2.25934
C17 3.22153 -2.48161 2.91426
C18 2.33698 -1.68764 2.20096
H30 3.49072 -2.26874 -0.92319
H31 5.07728 -3.67611 0.35420
H32 4.89905 -3.81814 2.82068
H33 3.13402 -2.54160 3.99159
H34 1.56472 -1.13080 2.71455

The net charge is +1. The orbital gap comes out at 8.09 eV. For the LUMO energy, the calculation gives -2.447 eV. The HOMO energy comes out at -10.53 eV. Its energy above the lowest of the compared OMol25 structures with the same formula, charge and spin is 0.0 kcal/mol.

Results of the Löwdin charge analysis, in e, for atoms 1 through 6:
1 Ta 1.2237
2 C -0.1134
3 C -0.5395
4 C -0.1018
5 P 0.9665
6 C -0.5197

# 2
The following is a quantum chemistry calculation of a molecular structure, C18H35BaNO11 in a non-equilibrium geometry, from the Open Molecules 2025 dataset.

CARTESIAN COORDINATES (ANGSTROEM)
Ba1 7.10789 -0.00374 -18.88150
C1 2.84458 2.16319 -18.82458
C2 1.67491 1.85648 -19.59400
C3 1.81384 1.50539 -21.05793
O1 0.95982 1.82100 -21.89715
C4 3.00503 0.79256 -21.35286
C5 4.16676 0.87002 -20.53508
C6 4.12036 1.76088 -19.35569
O2 5.19550 1.97174 -18.78075
O3 5.14736 0.20405 -20.81305
O4 0.56617 2.11065 -19.15199
H1 2.75050 2.75335 -17.98103
H2 3.00003 0.02304 -22.14075
C7 9.59160 3.24870 -24.43720
O5 9.15389 2.52214 -23.29091
C8 8.04333 3.14981 -22.64008
C9 7.46539 2.26951 -21.51313
N1 8.18765 2.22886 -20.24376
C10 9.50534 1.62709 -20.59425
C11 10.20501 1.46287 -19.27003
O6 9.56053 0.86852 -18.37348
C12 10.29263 0.83357 -17.15194
H3 8.79154 3.22331 -25.20950
H4 10.44249 2.74500 -24.84145
H5 9.97086 4.20342 -24.16558
H6 7.30343 3.21728 -23.47491
H7 8.17761 4.23513 -22.27667
H8 7.20468 1.28798 -21.94391
H9 6.50256 2.71674 -21.26253
H10 8.20216 3.24541 -19.93293
H11 10.13788 2.31835 -21.21666
H12 9.41104 0.59090 -20.97370
H13 10.57140 2.43392 -18.97560
H14 11.09404 0.85818 -19.52770
H15 9.81190 0.33152 -16.40150
H16 10.49755 1.86679 -16.86819
H17 11.24189 0.32581 -17.36001
C13 8.24230 -3.32151 -15.87949
C14 7.18633 -2.47328 -16.32514
O7 7.58088 -1.15207 -16.40786
H18 7.79740 -4.31328 -15.92136
H19 8.37793 -3.22467 -14.81422
H20 9.23715 -3.37385 -16.33200
H21 6.37681 -2.42270 -15.60718
H22 6.81897 -2.86090 -17.21607
H23 7.82937 -0.79978 -15.53733
C15 6.98887 -2.21918 -21.71385
C16 6.90164 -3.07985 -20.58666
O8 6.11200 -2.53536 -19.58192
O9 7.80565 -1.15306 -21.44914
H24 6.07987 -1.84046 -22.14244
H25 7.43798 -2.87497 -22.48183
H26 7.91307 -3.25012 -20.29812
H27 6.48542 -4.02266 -20.93250
H28 5.17863 -2.64507 -19.81398
H29 7.88677 -0.66000 -22.27224
C17 10.27359 -2.08157 -19.45987
C18 10.62632 -3.50231 -19.53033
O10 11.27817 -3.85525 -18.29753
O11 9.16369 -1.94159 -18.58601
H30 10.08040 -1.64447 -20.46881
H31 11.15521 -1.58037 -19.12621
H32 11.41622 -3.54169 -20.36547
H33 9.77010 -4.17723 -19.80403
H34 11.52081 -4.76112 -18.42427
H35 9.39055 -2.29307 -17.73622

The orbital gap comes out at 4.63 eV. For the LUMO energy, the calculation gives -0.601 eV. The HOMO energy comes out at -5.23 eV.

Results of the Löwdin charge analysis, in e, for atoms 1 through 6:
1 Ba 2.1432
2 C 0.0282
3 C -0.4045
4 C -0.3952
5 O 0.0263
6 C 0.0051

# 3
The following is a quantum chemistry calculation of 2 unconnected molecules or ions with the total composition C18H35BrN4O5, from the Open Molecules 2025 dataset.

CARTESIAN COORDINATES (ANGSTROEM)
H1 1.08001 -2.78181 0.64194
N1 1.25823 -1.90153 1.12977
C1 2.33872 -1.37233 0.69991
C2 3.21331 -2.01630 -0.35365
C3 2.75982 -0.05356 1.31773
C4 2.25409 1.17472 0.55011
C5 2.82318 1.24293 -0.86633
C6 2.21934 2.29646 -1.81615
C7 1.58021 1.67030 -3.07512
C8 0.12607 2.10837 -3.26965
C9 -0.75735 1.08674 -4.02060
C10 -1.97998 0.68876 -3.19184
C11 -1.60940 -0.28106 -2.06379
C12 -2.81136 -0.96458 -1.41916
C13 -3.60547 -0.02893 -0.49338
C14 -4.29308 -0.80685 0.62176
O1 -3.39672 -1.33513 1.58100
C15 -2.75539 -0.36855 2.39217
O2 0.82454 1.06489 0.43004
C16 0.21965 1.94292 1.23321
O3 -0.94244 2.22639 1.21095
O4 1.13012 2.47512 2.10346
C17 2.38967 2.47145 1.43134
N2 2.56270 3.69927 0.70799
Br1 3.77387 2.39138 2.81680
H2 4.15187 -1.48388 -0.49732
H3 2.67775 -2.06303 -1.30176
H4 3.45226 -3.03336 -0.04122
H5 3.84764 -0.01419 1.37926
H6 2.33010 -0.04451 2.32048
H7 2.58211 0.27256 -1.30295
H8 3.91366 1.28050 -0.80642
H9 2.99172 3.00890 -2.10360
H10 1.44966 2.85843 -1.29617
H11 1.62435 0.58021 -3.03294
H12 2.15799 1.98428 -3.94923
H13 -0.32170 2.29029 -2.28716
H14 0.09356 3.06781 -3.79223
H15 -0.16001 0.19258 -4.21517
H16 -1.08506 1.51395 -4.96900
H17 -2.75639 0.25084 -3.82400
H18 -2.38278 1.60501 -2.74621
H19 -0.92658 -1.03898 -2.46413
H20 -1.05372 0.26514 -1.29343
H21 -2.49261 -1.83122 -0.83672
H22 -3.47526 -1.30399 -2.22055
H23 -4.39844 0.46981 -1.05782
H24 -2.95370 0.74726 -0.08515
H25 -4.77567 -1.67928 0.17242
H26 -5.06909 -0.20733 1.11216
H27 -1.67240 -0.42768 2.25880
H28 -3.07448 0.64888 2.15870
H29 -2.98929 -0.56278 3.44272
H30 1.74832 4.28294 0.86971
H31 3.35943 4.21788 1.04913
N3 -1.67435 -3.32629 3.58538
C18 -0.80775 -4.14442 4.25954
N4 0.50070 -4.03461 3.86998
O5 -1.16985 -4.90939 5.13549
H32 -1.38410 -2.68518 2.87038
H33 -2.64218 -3.37449 3.83952
H34 1.17355 -4.60585 4.34313
H35 0.80836 -3.39589 3.15784

The orbital gap comes out at 9.74 eV. For the LUMO energy, the calculation gives 0.255 eV. The SMILES is [H]/N=C(\C)C[C@@]1(CCCCCCCCCCOC)OC(=O)O[C@@]1(N)Br.NC(N)=O. The HOMO energy comes out at -9.48 eV.

Results of the Löwdin charge analysis, in e, for atoms 1 through 6:
1 H 0.0660
2 N 0.1515
3 C -0.3932
4 C -0.0347
5 C -0.1287
6 C -0.3847

> Which of these has the highest HOMO?

C18H35BaNO11

What did the second record say?
The following is a quantum chemistry calculation of a molecular structure, C18H35BaNO11 in a non-equilibrium geometry, from the Open Molecules 2025 dataset.

CARTESIAN COORDINATES (ANGSTROEM)
Ba1 7.10789 -0.00374 -18.88150
C1 2.84458 2.16319 -18.82458
C2 1.67491 1.85648 -19.59400
C3 1.81384 1.50539 -21.05793
O1 0.95982 1.82100 -21.89715
C4 3.00503 0.79256 -21.35286
C5 4.16676 0.87002 -20.53508
C6 4.12036 1.76088 -19.35569
O2 5.19550 1.97174 -18.78075
O3 5.14736 0.20405 -20.81305
O4 0.56617 2.11065 -19.15199
H1 2.75050 2.75335 -17.98103
H2 3.00003 0.02304 -22.14075
C7 9.59160 3.24870 -24.43720
O5 9.15389 2.52214 -23.29091
C8 8.04333 3.14981 -22.64008
C9 7.46539 2.26951 -21.51313
N1 8.18765 2.22886 -20.24376
C10 9.50534 1.62709 -20.59425
C11 10.20501 1.46287 -19.27003
O6 9.56053 0.86852 -18.37348
C12 10.29263 0.83357 -17.15194
H3 8.79154 3.22331 -25.20950
H4 10.44249 2.74500 -24.84145
H5 9.97086 4.20342 -24.16558
H6 7.30343 3.21728 -23.47491
H7 8.17761 4.23513 -22.27667
H8 7.20468 1.28798 -21.94391
H9 6.50256 2.71674 -21.26253
H10 8.20216 3.24541 -19.93293
H11 10.13788 2.31835 -21.21666
H12 9.41104 0.59090 -20.97370
H13 10.57140 2.43392 -18.97560
H14 11.09404 0.85818 -19.52770
H15 9.81190 0.33152 -16.40150
H16 10.49755 1.86679 -16.86819
H17 11.24189 0.32581 -17.36001
C13 8.24230 -3.32151 -15.87949
C14 7.18633 -2.47328 -16.32514
O7 7.58088 -1.15207 -16.40786
H18 7.79740 -4.31328 -15.92136
H19 8.37793 -3.22467 -14.81422
H20 9.23715 -3.37385 -16.33200
H21 6.37681 -2.42270 -15.60718
H22 6.81897 -2.86090 -17.21607
H23 7.82937 -0.79978 -15.53733
C15 6.98887 -2.21918 -21.71385
C16 6.90164 -3.07985 -20.58666
O8 6.11200 -2.53536 -19.58192
O9 7.80565 -1.15306 -21.44914
H24 6.07987 -1.84046 -22.14244
H25 7.43798 -2.87497 -22.48183
H26 7.91307 -3.25012 -20.29812
H27 6.48542 -4.02266 -20.93250
H28 5.17863 -2.64507 -19.81398
H29 7.88677 -0.66000 -22.27224
C17 10.27359 -2.08157 -19.45987
C18 10.62632 -3.50231 -19.53033
O10 11.27817 -3.85525 -18.29753
O11 9.16369 -1.94159 -18.58601
H30 10.08040 -1.64447 -20.46881
H31 11.15521 -1.58037 -19.12621
H32 11.41622 -3.54169 -20.36547
H33 9.77010 -4.17723 -19.80403
H34 11.52081 -4.76112 -18.42427
H35 9.39055 -2.29307 -17.73622

The orbital gap comes out at 4.63 eV. For the LUMO energy, the calculation gives -0.601 eV. The HOMO energy comes out at -5.23 eV.

Results of the Löwdin charge analysis, in e, for atoms 1 through 6:
1 Ba 2.1432
2 C 0.0282
3 C -0.4045
4 C -0.3952
5 O 0.0263
6 C 0.0051